{
  "formula": "C37H52Br2ClN3O2P",
  "method": "ωB97M-V/def2-TZVPD",
  "total_charge": 1,
  "orbital_gap_ev": 7.81,
  "symbols": ["C", "C", "C", "C", "O", "C", "C", "C", "C", "Cl", "C", "P", "N", "N", "C", "C", "C", "C", "C", "N", "C", "C", "O", "C", "Br", "C", "C", "Br", "H", "H", "H", "H", "H", "H", "H", "H", "H", "H", "H", "H", "H", "H", "H", "H", "H", "H", "H", "H", "H", "H", "H", "H", "H", "H", "H", "H", "H", "H", "H", "H", "H", "H", "C", "C", "C", "C", "C", "C", "H", "H", "H", "H", "H", "H", "C", "C", "C", "C", "C", "C", "H", "H", "H", "H", "H", "H", "C", "C", "C", "C", "C", "C", "H", "H", "H", "H", "H", "H"],
  "xyz": [[2.916036, -3.867800, 3.244543], [1.745814, -3.639151, 2.657412], [0.519637, -4.464805, 2.969709], [-0.668691, -3.600679, 3.456714], [-0.302774, -2.235161, 3.386103], [-1.182503, -1.340337, 4.052051], [-1.048254, -1.426283, 5.570175], [0.214860, -0.673726, 6.011076], [0.032527, 0.836733, 6.009539], [0.554028, -1.188862, 7.699755], [-2.563666, -1.476092, 3.412804], [-3.960323, -0.652213, 4.283124], [-4.434337, -1.535483, 5.476925], [-2.997285, -2.893260, 3.249913], [-1.980081, -3.864340, 2.658676], [-1.667199, -3.617678, 1.152595], [-2.472304, -2.616006, 0.275753], [-1.550731, -1.624705, -0.457446], [-1.312031, -0.331437, 0.318383], [-0.863415, 0.778791, -0.536259], [0.483895, 1.168145, -0.321138], [1.496784, 0.824263, -1.391492], [0.793121, 1.767747, 0.678508], [-2.551376, -5.251108, 2.980378], [-1.718692, -6.318945, 4.308837], [-3.656953, -5.784949, 2.465313], [-4.220004, -7.135313, 2.789427], [-4.721344, -4.802471, 1.236120], [3.613190, -3.067133, 3.456738], [3.186645, -4.879575, 3.529060], [1.649256, -2.875995, 1.891707], [0.786568, -5.156504, 3.763695], [0.230793, -5.078044, 2.109825], [-0.839747, -3.845339, 4.508384], [-0.843369, -0.347167, 3.745635], [-1.889472, -0.977874, 6.098104], [-0.946072, -2.450921, 5.925524], [1.069341, -0.961779, 5.400382], [0.106840, 1.252461, 5.002336], [0.822876, 1.301973, 6.595534], [-0.914376, 1.112942, 6.475456], [-2.490780, -0.990959, 2.442382], [-4.892044, -0.507587, 3.236186], [-3.465198, 0.635190, 4.552181], [-4.402051, -1.066794, 6.373675], [-3.875756, -2.926913, 2.718315], [-3.238406, -3.239253, 4.193209], [-0.623598, -3.320615, 1.077995], [-1.730024, -4.589073, 0.665001], [-2.974773, -3.198425, -0.493464], [-3.268473, -2.080102, 0.796725], [-0.599398, -2.106838, -0.692964], [-2.026083, -1.372145, -1.409427], [-0.531740, -0.493103, 1.068461], [-2.234211, -0.014651, 0.816829], [-0.971504, 0.538079, -1.515659], [1.094158, 0.147142, -2.145917], [2.377553, 0.359041, -0.954389], [1.800665, 1.730681, -1.917326], [-5.002797, -7.389326, 2.079027], [-3.449837, -7.901718, 2.728339], [-4.675712, -7.126931, 3.780765], [4.538083, 3.109502, -3.431545], [5.323017, 2.266609, -2.656843], [6.352189, 1.541823, -3.242392], [6.599151, 1.666369, -4.602600], [5.815221, 2.511397, -5.376990], [4.782450, 3.231300, -4.792614], [3.735281, 3.675368, -2.974100], [5.133399, 2.176310, -1.594215], [6.962524, 0.882103, -2.639142], [7.404247, 1.105688, -5.059623], [6.010333, 2.609843, -6.437006], [4.169998, 3.889576, -5.395540], [-2.444331, 1.716422, -3.856820], [-3.372877, 0.690056, -3.749797], [-3.996576, 0.195854, -4.887318], [-3.685578, 0.726676, -6.131318], [-2.756002, 1.752443, -6.237742], [-2.136310, 2.250543, -5.100289], [-1.962953, 2.107634, -2.967991], [-3.615183, 0.277423, -2.776711], [-4.726239, -0.599565, -4.805721], [-4.169459, 0.341635, -7.019292], [-2.515093, 2.164525, -7.208800], [-1.414864, 3.052941, -5.182668], [3.306797, 6.856319, -3.590958], [4.578607, 6.759496, -4.138915], [4.956670, 7.610304, -5.168423], [4.065131, 8.561599, -5.645058], [2.794344, 8.659818, -5.095262], [2.413771, 7.805243, -4.069829], [3.011181, 6.192435, -2.787663], [5.275621, 6.021138, -3.764009], [5.946674, 7.531784, -5.598936], [4.361160, 9.227624, -6.445207], [2.100606, 9.403445, -5.465727], [1.421806, 7.880700, -3.642760]],
  "forces_ev_per_angstrom": [[0.011, 0.001, 0.030], [-0.235, -0.199, -0.212], [0.450, -0.465, -0.718], [0.195, -0.030, 0.436], [-0.157, 0.108, -0.398], [-0.046, -0.086, 0.093], [0.547, 0.134, 0.068], [-0.352, 0.160, 0.205], [0.290, 0.015, 0.013], [0.119, -0.079, -0.042], [-0.225, 0.625, -0.214], [0.023, -0.206, 0.961], [0.124, 0.148, -0.330], [0.182, 0.093, 0.352], [0.575, -0.112, 0.200], [-0.476, 0.087, -0.187], [0.459, -0.302, -0.280], [-0.503, 0.229, 0.105], [0.137, 0.383, 0.017], [0.718, -0.535, -0.530], [-0.027, 0.480, 0.090], [-0.311, 0.043, -0.531], [0.049, -0.444, 0.220], [-0.088, 0.143, -0.313], [0.022, -0.035, 0.146], [-0.048, -0.194, 0.034], [-0.297, 0.082, -0.326], [-0.054, 0.062, -0.028], [0.571, -0.206, -1.016], [-0.325, 0.204, 1.109], [-0.216, 0.741, 0.732], [-0.029, -0.019, -0.018], [-0.167, 0.032, 0.038], [-0.157, -0.034, -0.056], [0.011, -0.010, -0.012], [-0.108, -0.104, -0.093], [-0.257, -0.068, -0.122], [0.047, -0.101, 0.112], [-0.170, -0.021, -0.020], [0.043, 0.012, -0.054], [-0.042, 0.005, -0.073], [-0.029, -0.417, -0.217], [0.123, 0.134, -0.118], [-0.005, 0.103, -0.324], [-0.193, -0.269, 0.116], [0.113, -0.222, -0.164], [-0.122, 0.120, 0.016], [0.011, 0.049, 0.205], [0.044, -0.035, 0.049], [-0.140, -0.017, 0.085], [0.034, 0.029, 0.036], [-0.009, 0.026, -0.083], [0.025, 0.032, -0.005], [-0.239, 0.047, 0.253], [-0.035, -0.097, 0.005], [-0.180, -0.121, 0.068], [-0.018, -0.020, 0.046], [0.010, 0.164, 0.153], [0.137, 0.034, 0.136], [0.005, -0.014, -0.002], [0.031, 0.019, 0.182], [0.160, -0.083, 0.079], [-0.025, -0.026, 0.007], [-0.030, -0.021, 0.039], [-0.006, 0.001, -0.018], [-0.004, 0.001, 0.002], [0.001, -0.010, 0.004], [-0.024, -0.019, -0.027], [0.013, 0.022, -0.003], [0.010, 0.008, 0.003], [0.012, 0.013, 0.003], [0.001, 0.002, -0.001], [-0.002, -0.003, -0.001], [0.015, 0.023, 0.009], [0.064, 0.001, 0.075], [0.030, -0.024, 0.009], [0.012, -0.018, 0.001], [-0.001, 0.002, 0.003], [0.001, -0.001, -0.001], [0.005, -0.036, -0.019], [-0.042, 0.047, 0.002], [-0.034, 0.029, 0.004], [0.001, -0.001, -0.003], [-0.003, 0.003, -0.001], [-0.006, 0.005, 0.000], [-0.002, 0.002, 0.000], [-0.006, -0.009, -0.016], [0.022, -0.006, 0.017], [-0.014, 0.006, -0.004], [-0.001, -0.007, -0.006], [-0.005, -0.001, -0.005], [-0.005, -0.008, -0.002], [0.006, 0.014, 0.014], [-0.001, -0.003, -0.003], [0.005, 0.008, 0.010], [-0.001, 0.001, 0.000], [-0.001, -0.001, -0.002], [0.003, 0.008, 0.006]]
}

=====

{
  "formula": "C21H26N2O4S",
  "method": "ωB97M-V/def2-TZVPD",
  "smiles": "Cc1cccc(OCCCC(=O)Nc2ccc(S(=O)(=O)N3CCCC3)cc2)c1",
  "orbital_gap_ev": 8.76,
  "symbols": ["C", "C", "C", "C", "C", "C", "O", "C", "C", "C", "C", "O", "N", "C", "C", "C", "C", "S", "O", "O", "N", "C", "C", "C", "C", "C", "C", "C", "H", "H", "H", "H", "H", "H", "H", "H", "H", "H", "H", "H", "H", "H", "H", "H", "H", "H", "H", "H", "H", "H", "H", "H", "H", "H"],
  "xyz": [[-1.088559, -3.800065, 1.503122], [-1.120535, -2.694743, 0.490942], [0.040981, -2.316034, -0.165441], [0.005223, -1.312861, -1.118922], [-1.175611, -0.663507, -1.405856], [-2.346759, -1.020514, -0.737921], [-3.444375, -0.279715, -1.064314], [-4.659742, -0.430704, -0.365369], [-5.428217, 0.882371, -0.510702], [-4.882804, 1.985806, 0.406591], [-3.397470, 2.209826, 0.154303], [-2.984534, 2.900312, -0.744509], [-2.602206, 1.561372, 1.063563], [-1.221466, 1.376814, 1.037990], [-0.379951, 2.088135, 0.184144], [0.977230, 1.823968, 0.183382], [1.493083, 0.856158, 1.022071], [3.245003, 0.501724, 1.046478], [3.405932, -0.902557, 1.321292], [3.880158, 1.431246, 1.938356], [3.699046, 0.879795, -0.531730], [4.929415, 1.641995, -0.662686], [5.995538, 0.590208, -0.961871], [5.248367, -0.361168, -1.898088], [3.781905, -0.261090, -1.433549], [0.672789, 0.162485, 1.891248], [-0.680964, 0.426271, 1.906116], [-2.316078, -2.049693, 0.193187], [-1.959810, -3.767232, 2.153273], [-0.189207, -3.732024, 2.110905], [-1.077912, -4.766985, 0.999686], [0.974810, -2.801401, 0.073092], [0.909927, -1.027610, -1.632692], [-1.223836, 0.133921, -2.129272], [-5.236566, -1.259316, -0.800390], [-4.487526, -0.652656, 0.695967], [-6.481983, 0.714265, -0.284302], [-5.338581, 1.205725, -1.548071], [-5.404165, 2.916051, 0.178067], [-5.065679, 1.728593, 1.451811], [-3.073901, 0.996315, 1.756404], [-0.800021, 2.824674, -0.479893], [1.643376, 2.357694, -0.474863], [4.818371, 2.339125, -1.499996], [5.099814, 2.196025, 0.257745], [6.263125, 0.079466, -0.036201], [6.891624, 1.011696, -1.412366], [5.621292, -1.380960, -1.836726], [5.338578, -0.019582, -2.929881], [3.105011, -0.098909, -2.277736], [3.465119, -1.150005, -0.886617], [1.108176, -0.584134, 2.535280], [-1.328368, -0.118373, 2.578593], [-3.217050, -2.370213, 0.696375]],
  "forces_ev_per_angstrom": [[-0.010, -0.042, -0.069], [0.184, 0.042, -0.092], [-0.104, -0.153, 0.074], [-0.114, -0.006, -0.045], [-0.233, -0.031, -0.038], [0.237, -0.076, -0.103], [0.137, 0.023, -0.136], [-0.474, -0.059, -0.048], [0.316, -0.220, 0.142], [-0.011, -0.018, -0.340], [-0.431, 0.061, 0.453], [0.095, 0.137, -0.318], [-0.071, -0.228, 0.434], [0.449, 0.067, -0.051], [-0.049, 0.156, -0.015], [-0.033, 0.037, 0.055], [0.658, -0.138, -0.163], [-0.488, 0.332, -0.071], [-0.110, -0.029, -0.176], [0.070, 0.159, -0.183], [-0.348, -0.143, 1.172], [0.551, 0.404, 0.170], [-0.130, 0.087, -0.072], [0.024, 0.071, 0.081], [-0.376, -0.603, -0.460], [-0.025, -0.024, 0.103], [0.107, 0.148, -0.035], [-0.313, 0.117, -0.035], [-0.036, -0.029, 0.078], [0.047, -0.047, 0.096], [-0.001, -0.095, 0.046], [0.143, -0.068, 0.057], [0.104, 0.063, -0.061], [0.006, 0.138, -0.089], [0.117, 0.046, 0.127], [0.028, -0.020, -0.059], [-0.004, -0.006, -0.046], [-0.100, -0.008, -0.037], [0.102, 0.015, 0.103], [-0.018, 0.015, 0.026], [-0.013, 0.157, -0.178], [0.019, 0.012, -0.015], [-0.003, 0.081, -0.128], [0.020, -0.006, 0.061], [0.098, 0.121, -0.178], [0.060, 0.019, 0.038], [0.063, -0.005, 0.031], [-0.005, -0.034, -0.068], [0.013, -0.047, -0.015], [0.051, -0.093, 0.034], [0.011, -0.037, -0.253], [-0.047, -0.156, 0.110], [-0.070, -0.086, 0.043], [-0.091, 0.000, 0.044]]
}